No. 1
39
Properties=species:S:1:pos:R:3:forces:R:3 method="wB97M-V/def2-TZVPD" charge=+1 spin_multiplicity=1 homo_lumo_gap_ev=8.179 energy_ev=-48537.6346 mol_weight_g_mol=345.25
C 0.397 -1.936 9.353 -0.440 -0.718 0.771
O -0.036 -3.056 8.554 0.077 0.948 -3.154
C -0.007 -2.714 7.220 -0.050 0.096 -0.202
C -0.518 -3.524 6.154 -0.193 0.428 0.205
C -0.584 -3.018 4.862 0.345 0.802 0.845
N -0.171 -1.737 4.546 1.365 -1.346 1.354
C -0.091 -1.349 3.074 -2.061 -2.248 0.875
C -1.411 -0.727 2.803 -1.603 -1.010 -1.098
C -2.418 -1.704 2.538 -0.762 1.406 -0.464
C -3.710 -1.313 2.139 0.537 0.278 -0.097
C -4.002 0.063 1.960 0.957 -0.856 0.332
Cl -5.595 0.536 1.441 0.614 -0.069 0.074
C -2.994 1.003 2.195 -0.093 0.052 -0.005
C -1.724 0.623 2.695 -0.099 0.447 -0.117
C 1.156 -0.738 2.669 2.699 0.511 -0.959
C 2.223 -1.679 2.579 -0.335 0.919 0.162
C 3.502 -1.266 2.261 0.671 0.175 -0.535
C 3.780 0.100 1.990 -0.901 -0.865 0.451
Cl 5.381 0.602 1.607 -0.127 -0.078 0.018
C 2.732 1.017 1.995 0.084 0.170 -0.592
C 1.424 0.603 2.269 -0.293 -0.699 0.423
C 0.436 -1.021 5.494 -0.464 -0.757 0.700
C 0.533 -1.482 6.794 -0.034 0.657 0.650
H 0.170 -2.281 10.340 0.032 0.155 0.666
H 1.459 -1.778 9.244 0.334 0.033 0.029
H -0.164 -1.031 9.121 -0.079 -0.157 0.119
H -0.922 -4.513 6.342 0.130 0.074 0.014
H -0.962 -3.586 4.016 0.042 -0.067 0.465
H -0.116 -2.454 2.760 0.102 2.012 -0.863
H -2.158 -2.765 2.598 -0.317 0.407 -0.216
H -4.457 -2.051 1.843 0.196 0.181 0.330
H -3.204 2.031 1.893 0.144 -0.172 0.553
H -0.975 1.396 2.992 -1.041 -0.707 -0.511
H 1.986 -2.743 2.736 0.368 0.528 -0.035
H 4.296 -2.008 2.109 -0.290 0.403 0.252
H 2.935 2.049 1.658 -0.212 -0.648 0.360
H 0.617 1.327 2.109 0.555 -0.415 0.261
H 0.832 -0.075 5.204 0.229 0.487 -0.171
H 0.967 -0.806 7.543 -0.088 -0.357 -0.890

No. 2
137
Properties=species:S:1:pos:R:3:forces:R:3 method="wB97M-V/def2-TZVPD" charge=+1 spin_multiplicity=1 homo_lumo_gap_ev=7.432 energy_ev=-97605.7412 mol_weight_g_mol=936.98
C -7.057 -1.664 7.801 -0.084 -0.401 -0.586
C -7.362 -2.237 6.390 -0.605 0.144 0.277
C -8.281 -1.338 5.549 0.077 0.328 0.111
C -7.846 0.145 5.436 0.237 -0.731 0.370
C -6.334 0.360 5.331 -0.111 0.146 -0.737
C -5.684 -0.386 4.137 0.756 0.922 0.303
C -5.369 0.591 2.991 -0.930 0.025 -0.198
C -5.178 -0.078 1.631 0.518 -0.306 0.021
C -3.906 -0.941 1.533 0.108 0.493 0.689
C -2.665 -0.108 1.122 -0.277 -0.838 -0.239
C -1.847 -0.874 0.053 0.143 1.311 0.634
C -1.336 -2.147 0.743 -0.347 -0.087 0.091
N 0.025 -2.535 0.278 0.344 0.644 -0.492
C 1.069 -1.480 0.556 0.757 -0.523 0.876
P 2.535 -1.715 -0.598 -0.138 0.890 -1.392
C 2.578 -3.457 -1.216 0.103 -0.572 0.584
C 3.341 -3.571 -2.560 -0.226 -0.358 0.074
C 4.048 -1.509 0.441 -0.109 0.359 -0.273
C 5.076 -0.582 -0.261 0.166 -0.486 0.604
C 0.472 -0.065 0.553 -0.760 0.708 -0.301
C 1.542 1.028 0.492 0.220 0.181 0.629
C 0.975 2.440 0.345 -0.101 0.047 -0.410
C 1.946 3.578 0.736 -0.049 0.048 0.477
S 3.699 3.145 0.480 -0.724 -1.683 -0.192
C -0.697 0.067 -0.465 0.132 -1.608 -0.199
B -0.255 -0.238 -1.972 0.038 0.352 -0.123
O -0.941 -1.287 -2.628 -0.015 0.574 0.173
C 0.831 0.541 -2.803 0.234 -0.662 -0.409
C 1.369 -0.328 -3.978 0.412 0.529 0.387
H -7.688 -0.801 8.015 0.158 0.061 0.044
H -6.004 -1.392 7.870 -0.103 0.128 0.288
H -7.288 -2.423 8.548 0.207 0.115 0.107
H -6.452 -2.477 5.837 0.036 0.009 0.137
H -7.913 -3.167 6.555 0.216 -0.111 -0.291
H -8.424 -1.749 4.544 0.101 -0.153 0.109
H -9.268 -1.352 6.023 -0.016 0.004 -0.138
H -8.336 0.565 4.553 -0.051 0.204 0.184
H -8.200 0.651 6.337 -0.071 0.274 -0.248
H -6.175 1.430 5.154 0.073 -0.031 0.204
H -5.811 0.125 6.258 -0.206 -0.121 0.039
H -6.319 -1.189 3.758 0.125 -0.114 0.136
H -4.726 -0.769 4.504 -0.205 -0.526 -0.173
H -6.250 1.239 2.897 0.125 0.057 -0.071
H -4.545 1.266 3.248 0.082 -0.188 0.018
H -5.097 0.684 0.851 -0.407 -0.087 -0.056
H -6.040 -0.723 1.440 -0.088 0.235 -0.100
H -3.716 -1.363 2.527 -0.052 -0.167 -0.132
H -4.048 -1.802 0.873 -0.069 0.212 -0.195
H -2.944 0.861 0.702 -0.161 -0.070 0.054
H -2.062 0.076 2.017 0.114 0.169 -0.156
H -2.571 -1.087 -0.736 0.297 -0.284 -0.136
H -1.264 -1.950 1.814 0.138 -0.223 -0.025
H -1.981 -3.013 0.588 -0.025 0.091 0.013
H -0.020 -2.702 -0.734 -0.058 0.055 0.013
H 0.376 -3.394 0.699 -0.298 -0.086 0.024
H 1.400 -1.682 1.583 -0.089 -0.052 -0.045
H 1.584 -3.892 -1.367 -0.058 0.291 0.027
H 3.057 -4.113 -0.479 -0.058 0.044 -0.008
H 4.229 -4.190 -2.431 0.135 0.289 -0.027
H 3.598 -2.605 -2.994 0.080 -0.032 0.080
H 2.720 -4.107 -3.280 0.016 0.160 -0.041
H 3.767 -1.011 1.372 -0.036 -0.390 0.137
H 4.482 -2.492 0.635 -0.099 0.045 0.210
H 6.077 -0.928 0.008 -0.001 0.036 -0.194
H 4.992 0.425 0.148 -0.179 0.090 -0.388
H 4.970 -0.595 -1.345 0.055 0.153 0.032
H -0.015 0.065 1.528 0.165 -0.029 0.028
H 2.077 1.009 1.451 0.095 -0.101 -0.122
H 2.305 0.868 -0.270 -0.112 -0.179 -0.026
H 0.061 2.509 0.945 0.124 0.193 0.063
H 0.658 2.620 -0.688 0.032 -0.215 0.018
H 1.764 4.460 0.123 -0.190 -0.063 0.065
H 1.749 3.860 1.772 0.299 -0.045 -0.001
H 4.354 3.740 1.473 -0.545 0.172 0.273
H -1.136 1.067 -0.444 0.382 0.138 0.038
H -1.737 -0.887 -3.012 -0.090 -0.420 -0.107
H 0.412 1.475 -3.204 -0.079 -0.039 0.099
H 1.704 0.831 -2.219 -0.281 0.172 0.249
H 0.812 -0.162 -4.898 -0.005 -0.219 0.009
H 1.392 -1.388 -3.721 -0.232 0.009 -0.124
H 2.413 -0.048 -4.141 -0.119 0.028 -0.286
C -1.774 -4.451 -2.328 -0.014 0.040 0.097
C -2.560 -5.069 -3.290 0.097 -0.021 0.096
C -2.620 -6.452 -3.358 -0.150 0.079 -0.181
C -1.891 -7.200 -2.453 -0.015 0.188 -0.003
C -1.097 -6.606 -1.493 0.228 0.031 0.273
C -1.041 -5.222 -1.434 -0.279 -0.147 -0.301
N -1.969 -8.672 -2.506 0.008 -0.169 -0.011
O -2.659 -9.162 -3.373 0.009 0.059 0.012
O -1.339 -9.293 -1.675 0.004 0.061 -0.011
H -1.735 -3.370 -2.279 0.016 -0.010 -0.064
H -3.129 -4.472 -3.987 -0.005 -0.011 0.004
H -3.231 -6.935 -4.107 0.042 -0.129 0.060
H -0.530 -7.207 -0.796 -0.068 -0.126 -0.069
H -0.424 -4.754 -0.684 0.055 -0.151 0.082
C -6.528 -3.482 -4.275 0.009 -0.006 0.002
C -5.343 -2.851 -4.636 -0.101 -0.029 0.078
C -5.000 -1.637 -4.063 0.199 -0.047 -0.094
C -5.853 -1.071 -3.132 -0.022 -0.166 -0.077
C -7.039 -1.681 -2.767 -0.199 -0.040 0.134
C -7.375 -2.895 -3.344 0.108 -0.027 -0.071
N -5.489 0.211 -2.506 -0.102 0.023 -0.016
O -4.444 0.735 -2.854 0.083 -0.097 0.127
O -6.251 0.667 -1.681 0.153 0.023 -0.054
H -6.791 -4.432 -4.720 -0.008 0.015 -0.010
H -4.687 -3.307 -5.365 -0.023 0.047 -0.044
H -4.082 -1.144 -4.346 -0.060 0.115 0.033
H -7.697 -1.223 -2.043 0.087 0.099 0.002
H -8.298 -3.385 -3.068 -0.006 0.023 0.009
C 7.510 9.388 1.044 -0.006 -0.016 -0.014
C 7.255 8.274 1.833 -0.038 0.122 -0.088
C 6.546 7.206 1.313 -0.053 -0.028 0.296
C 6.105 7.267 0.005 -0.013 0.209 0.110
C 6.344 8.371 -0.795 0.007 0.117 -0.210
C 7.052 9.438 -0.267 0.046 -0.043 0.127
N 5.382 6.122 -0.556 0.099 -0.028 0.122
O 5.170 5.158 0.170 1.105 1.399 -0.481
O 5.032 6.178 -1.715 -0.002 -0.011 -0.045
H 8.070 10.220 1.451 -0.003 -0.003 -0.004
H 7.614 8.237 2.852 -0.002 -0.023 -0.004
H 6.349 6.339 1.925 -0.022 -0.068 -0.119
H 5.991 8.404 -1.815 -0.041 -0.122 0.020
H 7.250 10.307 -0.878 -0.010 -0.013 -0.017
C 8.956 1.711 -2.417 -0.007 0.015 0.011
C 10.093 2.437 -2.748 -0.117 -0.047 0.049
C 10.312 3.681 -2.178 0.202 -0.006 -0.130
C 9.387 4.176 -1.278 -0.039 -0.201 -0.074
C 8.245 3.470 -0.942 -0.212 -0.024 0.128
C 8.032 2.229 -1.519 0.121 -0.031 -0.085
N 9.624 5.488 -0.653 -0.018 0.017 -0.014
O 10.617 6.101 -0.980 -0.027 -0.019 0.008
O 8.803 5.876 0.157 0.118 -0.019 -0.036
H 8.790 0.738 -2.861 0.002 0.010 -0.009
H 10.810 2.033 -3.448 0.010 0.023 0.001
H 11.195 4.248 -2.433 -0.042 0.092 0.093
H 7.528 3.875 -0.242 0.070 0.098 -0.002
H 7.144 1.664 -1.265 -0.018 0.035 0.008

No. 3
16
Properties=species:S:1:pos:R:3:forces:R:3 method="wB97M-V/def2-TZVPD" spin_multiplicity=1 homo_lumo_gap_ev=9.630 energy_ev=-11345.6336 mol_weight_g_mol=116.12
C 2.459 1.544 0.924 0.968 -0.116 -0.541
C 2.098 0.567 0.197 -0.919 -1.873 -0.188
N 1.796 -0.452 -0.462 -1.734 -1.412 0.254
O 1.338 -0.505 -1.613 0.432 -0.141 -1.079
O 1.688 -1.689 0.302 0.680 0.579 0.683
H 1.829 2.272 1.319 -1.071 0.905 0.892
H 3.503 1.633 0.953 1.480 0.786 0.444
H 1.348 -2.415 -0.264 0.121 1.243 -0.467
C -2.227 -0.323 1.088 -2.357 -1.479 0.495
N -1.383 -0.152 0.189 1.617 0.820 1.138
C -1.766 0.171 -1.137 4.339 -1.199 -1.744
H -1.976 -0.619 2.126 0.310 0.385 -0.660
H -3.367 -0.449 0.885 1.456 0.704 0.071
H -1.510 -0.759 -1.731 0.051 1.001 0.320
H -2.781 0.181 -1.168 -3.246 1.281 -0.742
H -1.048 0.995 -1.608 -2.128 -1.483 1.123

No. 4
17
Properties=species:S:1:pos:R:3:forces:R:3 method="wB97M-V/def2-TZVPD" spin_multiplicity=1 homo_lumo_gap_ev=6.186 energy_ev=-42911.7827 mol_weight_g_mol=206.31
C -1.241 -3.243 0.451 0.259 3.217 -0.552
C 1.876 1.799 -0.507 1.126 -1.549 -0.839
C -0.692 -2.152 0.295 -0.141 -1.670 0.099
C 1.528 0.668 -0.806 0.082 1.611 -0.344
C 0.111 -1.002 0.151 0.612 1.959 0.469
C 0.873 -0.600 -1.130 -0.319 -0.984 1.178
O 0.213 0.868 2.084 1.040 -0.505 1.482
O -1.200 0.709 0.131 0.479 -2.176 -0.790
S -2.342 2.295 2.208 1.252 -0.460 -0.659
S -0.197 -0.648 -2.595 0.469 0.041 0.020
S -0.776 1.539 1.298 -1.045 3.653 -0.512
H -2.055 -3.924 0.470 0.266 -0.723 0.166
H 2.614 2.591 -0.409 -0.897 -0.188 0.191
H 0.559 -0.406 1.054 -0.922 -1.733 -1.004
H 1.625 -1.400 -1.280 -0.183 0.285 0.143
H -0.884 0.318 -2.016 -0.748 0.463 -0.182
H -0.011 2.589 0.602 -1.329 -1.240 1.134

No. 5
16
Properties=species:S:1:pos:R:3:forces:R:3 method="wB97M-V/def2-TZVPD" spin_multiplicity=1 homo_lumo_gap_ev=8.513 energy_ev=-9329.3592 mol_weight_g_mol=108.14
N -2.323 -1.596 0.042 0.268 0.069 0.013
C -1.507 -0.439 -0.024 -0.455 -0.077 0.041
C -1.971 0.903 0.090 -1.002 -0.067 0.179
C -0.901 1.725 -0.095 0.620 0.452 -0.120
N 0.199 0.948 -0.325 -0.106 0.057 0.005
C -0.171 -0.383 -0.277 0.882 -0.121 -0.204
H -3.032 -1.502 0.755 -0.019 -0.058 0.016
H -1.772 -2.426 0.228 -0.157 0.113 -0.012
H -3.006 1.212 0.281 0.617 -0.150 -0.106
H -0.816 2.807 -0.090 -0.117 -0.306 0.019
H 1.134 1.287 -0.493 -0.225 -0.171 0.074
H 0.569 -1.163 -0.444 -0.361 0.238 0.130
C 3.494 -0.012 0.586 -0.169 -0.519 -0.802
C 3.298 -0.671 -0.409 0.235 0.522 0.716
H 3.665 0.568 1.473 -0.073 -0.222 -0.319
H 3.142 -1.256 -1.297 0.061 0.241 0.369

No. 6
12
Properties=species:S:1:pos:R:3:forces:R:3 method="wB97M-V/def2-TZVPD" spin_multiplicity=1 homo_lumo_gap_ev=10.161 energy_ev=-7325.3044 mol_weight_g_mol=82.10
C -1.672 0.408 -0.116 -0.151 0.047 0.002
C -0.521 -0.599 -0.139 0.012 0.041 -0.002
C 0.766 0.214 -0.132 -0.462 0.826 1.012
C 1.970 -0.226 -0.965 0.264 -0.020 0.524
C 2.564 -0.228 0.128 0.755 -1.052 -0.821
O 0.857 1.176 0.624 -0.822 0.065 -0.618
H -1.487 1.136 0.677 -0.159 -0.129 -0.122
H -1.722 0.952 -1.065 -0.037 -0.097 0.125
H -2.632 -0.080 0.057 0.075 -0.007 -0.047
H -0.612 -1.313 -0.965 0.292 0.265 0.075
H -0.509 -1.180 0.794 0.004 0.082 -0.139
H 2.997 -0.261 1.103 0.229 -0.021 0.011